C7H6Br2FNO3 | ωB97M-V/def2-TZVPD

Summary:
2S+1 = 1
charge = 0

Each line ends with the Mulliken charge.
Atoms and positions in Å:
1 Br -2.62379 0.35534 -1.23512  -0.006
2 Br 3.39821 -0.09836 -1.07826  -0.258
3 F 0.39116 -3.60878 -0.23631  -0.285
4 O -0.70883 -0.49990 2.05626  -0.678
5 O -0.06381 1.69252 -1.00402  -0.253
6 O -1.78482 1.16843 1.23211  -0.643
7 N -1.36278 0.02211 1.12594  1.026
8 C 1.43231 -0.23118 -0.27629  0.085
9 C -1.09150 -1.93883 -0.37108  -0.396
10 C 0.07681 2.98100 -0.46643  -0.745
11 C 0.18725 -2.27194 -0.05006  0.521
12 C 1.36417 -1.44278 0.49332  -1.157
13 C -1.58597 -0.64292 -0.06634  -0.036
14 C 0.61546 0.75618 -0.45203  0.517
15 H 1.09097 3.06474 -0.11197  0.364
16 H -1.77476 -2.59507 -0.83403  0.478
17 H -0.44982 3.51054 -1.12655  0.315
18 H -0.44640 3.01992 0.51865  0.271
19 H 1.19930 -1.21299 1.59149  0.258
20 H 2.13683 -2.02803 0.29074  0.621

=====

C7H6Br3NO3 | ωB97M-V/def2-TZVPD

Summary:
2S+1 = 1
charge = 0

Each line ends with the Mulliken charge.
Atoms and positions in Å:
1 Br -2.87188 -0.05283 -1.83889  -0.009
2 Br -3.49346 1.65168 0.86784  -0.041
3 Br -3.78576 -1.51507 0.55405  0.021
4 O 1.69957 -1.60986 0.03255  -0.666
5 O 0.83016 -0.40780 -1.53013  -0.521
6 O 1.18154 2.01376 -0.76972  -0.341
7 N 0.71000 -1.43540 -0.69771  0.904
8 C -0.37247 -2.01494 -0.51375  -0.637
9 C -2.70550 -0.02826 0.06594  0.087
10 C 1.55947 1.96422 0.54368  -0.369
11 C -0.37285 0.93345 0.35742  0.565
12 C 0.69358 1.27460 1.28713  -1.015
13 C -1.29890 -0.05132 0.60084  -0.555
14 C 0.10250 1.27187 -0.94670  0.208
15 H -1.11137 -2.09528 -1.30407  0.298
16 H 0.76786 0.90932 2.27238  0.474
17 H 2.44251 2.60435 0.70504  0.418
18 H -0.22612 -2.85511 0.10100  0.333
19 H -0.23858 1.19271 -2.04706  0.336
20 H -1.33673 -0.51265 1.60383  0.510

=====

C7H6ClN3S | ωB97M-V/def2-TZVPD

Summary:
2S+1 = 1
structure (SMILES) = [H]/N=C(\Cl)C#[N+][S-].c1ccncc1
charge = 0

Each line ends with the Mulliken charge.
Atoms and positions in Å:
1 Cl -0.98277 -1.54066 -3.61677  -0.201
2 S -1.97429 -4.15425 0.23506  -0.159
3 N -0.83535 0.33780 -1.65788  -0.358
4 N 1.66522 -0.13164 0.20839  -0.545
5 N -1.61556 -2.89324 -0.54258  -0.020
6 C -1.03067 -0.85874 -1.94073  0.008
7 C 1.68318 1.15471 -0.09313  -0.318
8 C -1.33386 -1.85475 -1.02878  0.512
9 C 0.86674 -0.52569 1.18541  -0.421
10 C 0.05880 0.34045 1.90588  -0.287
11 C 0.08428 1.68727 1.58585  -0.209
12 C 0.91566 2.10676 0.56112  -0.280
13 H -0.61021 0.97629 -2.40814  0.225
14 H -0.57245 -0.03401 2.69589  0.390
15 H -0.52946 2.39225 2.12623  0.389
16 H 2.35286 1.43628 -0.89622  0.399
17 H 0.88594 -1.58628 1.40018  0.495
18 H 0.97194 3.14743 0.28020  0.378

=====

C7H6N2 | ωB97M-V/def2-TZVPD

Summary:
2S+1 = 1
structure (SMILES) = c1ccn2ccnc2c1
charge = 0

Each line ends with the Mulliken charge.
Atoms and positions in Å:
1 N 0.38637 0.49743 -0.09683  0.089
2 N 1.59734 -1.37243 -0.05700  -0.727
3 C -0.67790 1.36816 0.00126  -0.035
4 C -0.95851 -1.49660 -0.05053  -0.324
5 C 1.75454 0.88753 -0.04610  -0.238
6 C 0.34938 -0.92034 -0.07300  0.581
7 C -2.02217 -0.76975 0.12396  -0.373
8 C -1.87826 0.72275 -0.00442  -0.619
9 C 2.47614 -0.26139 0.04176  -0.266
10 H 3.71115 -0.20425 0.42615  0.229
11 H 2.09409 1.98172 -0.02107  0.257
12 H -2.85684 -1.41308 -0.03602  0.380
13 H -0.36432 2.41294 -0.03499  0.310
14 H -0.80706 -2.60705 -0.08146  0.334
15 H -2.80394 1.17437 -0.09171  0.401

=====

C7H6N2O3S | ωB97M-V/def2-TZVPD

Summary:
2S+1 = 1
charge = 0

Each line ends with the Mulliken charge.
Atoms and positions in Å:
1 S 2.19881 -0.47672 0.21794  1.148
2 O 2.85606 -1.66200 -0.22585  -0.585
3 O -0.80455 2.83300 0.35606  -0.495
4 O 2.96857 0.43915 1.02751  -0.575
5 N 0.11981 1.74784 0.40334  -0.430
6 N 2.27614 0.57132 -1.40198  -0.258
7 C 0.01970 -1.81715 0.10361  -0.331
8 C -1.34798 -2.07805 -0.04489  -0.761
9 C 1.60231 1.41369 -1.85704  0.219
10 C -0.44659 0.56574 0.45970  0.515
11 C -2.26412 -1.10227 0.31167  -0.537
12 C 0.43967 -0.55684 0.31234  0.195
13 C -1.81979 0.17163 0.49260  -0.370
14 H -2.34648 1.04371 0.80233  0.428
15 H 0.75144 -2.61055 0.06912  0.426
16 H -0.76935 3.50293 1.04111  0.312
17 H -1.67548 -3.07149 -0.14816  0.376
18 H -3.29354 -1.35797 0.23534  0.401
19 H 1.53537 2.44405 -2.15474  0.323

=====

C7H6N4 | ωB97M-V/def2-TZVPD

Summary:
2S+1 = 1
charge = +2

Each line ends with the Mulliken charge.
Atoms and positions in Å:
1 N -3.87861 -0.70985 0.28759  -0.120
2 N -1.79824 2.64589 -0.21312  -0.144
3 N -0.68899 -1.92613 -0.11462  0.065
4 N 0.77385 0.16390 -0.05158  -0.096
5 C 1.60005 0.93917 0.92854  -0.222
6 C -1.43029 -0.65928 -0.09819  0.037
7 C -0.62484 0.39506 -0.06030  0.815
8 C 1.83127 1.05551 -0.47349  -0.262
9 C 0.58824 -1.91435 -0.30784  0.249
10 C -2.76549 -0.66243 0.23184  -0.276
11 C -1.29124 1.64043 -0.18185  -0.086
12 H 2.76997 0.61075 -0.91089  0.280
13 H 1.74476 1.86346 -1.14224  0.315
14 H 1.38739 -2.58776 -0.54262  0.449
15 H -1.33785 -2.71861 -0.33998  0.409
16 H 2.27291 0.33303 1.49361  0.307
17 H 0.84711 1.53121 1.49513  0.280

=====

C7H6N4O2 | ωB97M-V/def2-TZVPD

Summary:
2S+1 = 1
structure (SMILES) = ON/C=N/c1cccc2nonc12
charge = 0

Each line ends with the Mulliken charge.
Atoms and positions in Å:
1 O -4.32923 -0.63297 0.42806  -0.430
2 O 1.52462 -2.34531 -0.07529  -0.083
3 N -3.58859 0.28654 -0.35517  -0.230
4 N -1.44535 1.12255 -0.01006  -0.530
5 N 0.32887 -1.59760 -0.02578  -0.461
6 N 2.62228 -1.62037 -0.01811  -0.461
7 C 2.19236 -0.36357 0.06618  0.566
8 C 0.75112 -0.33052 0.07393  0.995
9 C -0.02998 0.93378 0.05382  -0.213
10 C 0.78845 2.01820 0.01044  -0.255
11 C 2.95169 0.81228 0.08664  -0.476
12 C -2.17206 0.07015 -0.19608  0.004
13 C 2.23280 2.00949 0.03532  -0.658
14 H 4.06020 0.72020 -0.12081  0.338
15 H -3.80550 1.22686 -0.04142  0.307
16 H 2.83214 2.93395 -0.03041  0.329
17 H -1.92806 -0.97056 -0.19826  0.401
18 H 0.28009 2.93271 -0.06033  0.503
19 H -4.70869 -1.25359 -0.28858  0.355

=====

C7H6O | ωB97M-V/def2-TZVPD

Summary:
2S+1 = 1
structure (SMILES) = O=C1C[C@@H]2CC=C=C12
charge = 0

Each line ends with the Mulliken charge.
Atoms and positions in Å:
1 O 3.77915 0.09193 -0.14073  -0.571
2 C 1.49688 -0.93802 0.04951  -0.495
3 C 2.57436 0.13486 0.05461  0.348
4 C -0.83428 0.55715 -0.21961  -0.611
5 C -0.53126 2.01612 -0.24247  -0.443
6 C 1.47495 1.08038 0.50556  0.032
7 C 0.77797 2.08819 -0.01371  -0.185
8 C 0.33899 -0.03700 0.61474  0.060
9 H -1.85476 0.34139 0.32412  0.238
10 H -1.00811 2.79536 -0.76601  0.416
11 H 1.54054 -1.43110 -0.96961  0.280
12 H 0.17378 -0.38560 1.64947  0.404
13 H -0.96258 -0.08518 -1.15294  0.287
14 H 1.70372 -1.80330 0.79768  0.240

=====

C7H6O3 | ωB97M-V/def2-TZVPD

Summary:
2S+1 = 1
charge = 0

Each line ends with the Mulliken charge.
Atoms and positions in Å:
1 O -1.59779 3.13374 1.90223  -0.560
2 O -0.48005 2.52611 -1.14549  -0.528
3 O 0.16085 -2.79156 -0.59208  -0.529
4 C -1.02829 -2.00354 -0.72177  -0.647
5 C -0.42573 1.89854 0.08532  1.129
6 C -0.79895 0.56192 -0.02470  -0.580
7 C -0.63382 2.54923 1.46050  -0.091
8 C 0.67024 2.25780 2.04753  0.005
9 C -0.76041 -0.57665 -0.41843  0.654
10 C 1.33035 1.83970 0.95702  -0.741
11 H -1.37319 -1.97905 -1.74503  0.224
12 H 1.05507 2.32619 3.15601  0.299
13 H -0.72848 1.89598 -1.90956  0.378
14 H -1.80747 -2.47964 -0.18254  0.340
15 H 0.19292 -3.37486 0.16591  0.309
16 H 2.29090 1.29976 0.91365  0.337

=====

C7H6O5P2 | ωB97M-V/def2-TZVPD

Summary:
2S+1 = 1
charge = 0

Each line ends with the Mulliken charge.
Atoms and positions in Å:
1 P -1.61040 2.00917 -1.18024  0.508
2 P -2.83989 -1.61810 -1.45504  0.479
3 O -2.62463 -2.50584 -2.55652  -0.429
4 O -3.09417 1.73461 -1.95700  -0.492
5 O -1.76197 2.01423 0.24811  -0.420
6 O -1.42365 -1.92925 -0.11064  -0.544
7 O -1.21636 -0.30835 -1.50340  -0.624
8 C -0.73399 -0.92853 -0.48644  0.948
9 C 1.80333 -0.67403 2.23456  -0.671
10 C 2.58359 0.32650 1.73585  -0.336
11 C 1.20480 0.46632 -0.23175  -0.152
12 C 0.68768 -1.12437 1.53638  -0.527
13 C 2.33183 0.86428 0.42400  -0.597
14 C 0.40776 -0.49839 0.31356  0.445
15 H 3.42755 0.47893 2.45441  0.279
16 H 2.90286 1.62056 -0.05428  0.422
17 H 0.94879 0.89863 -1.32257  0.154
18 H 2.05081 -1.09304 3.09775  0.559
19 H -3.02950 2.11056 -2.90775  0.344
20 H -0.01442 -1.84389 1.72101  0.654

=====

C7H6OS2 | ωB97M-V/def2-TZVPD

Summary:
2S+1 = 3
⟨S²⟩ = 2.048
charge = 0

Each line ends with the Mulliken charge.
Atoms and positions in Å:
1 S 3.08007 -0.60874 -0.73324  0.396
2 S 2.94872 0.30606 1.21331  -0.229
3 O 4.00941 0.11348 -1.59078  -0.501
4 C -1.84702 0.04029 -0.98404  -0.477
5 C 1.77913 0.48239 -0.18196  -0.076
6 C -2.36973 -0.54559 0.20574  -0.338
7 C 0.36324 0.10917 0.06569  0.572
8 C -0.21243 -0.29298 1.22023  -0.172
9 C -0.53942 0.49774 -0.94669  -0.631
10 C -1.57070 -0.64333 1.30242  -0.511
11 H 1.76150 1.80401 -0.82285  0.273
12 H -1.90969 -1.02881 2.20890  0.460
13 H -2.41834 0.18985 -1.88089  0.385
14 H -0.10987 1.18325 -1.67130  0.323
15 H -3.35694 -0.95731 0.50206  0.278
16 H 0.39208 -0.64947 2.09339  0.246

=====

C7H6S | ωB97M-V/def2-TZVPD

Summary:
2S+1 = 1
structure (SMILES) = C#C/C(C=S)=C\C=C
charge = 0

Each line ends with the Mulliken charge.
Atoms and positions in Å:
1 S 1.10585 -3.02941 -1.24151  -0.201
2 C 0.08157 -1.73733 1.63519  -0.042
3 C -1.26653 1.61722 0.97847  -0.738
4 C 0.10655 -1.01467 0.66421  -0.693
5 C -0.26725 1.81354 0.14544  -0.039
6 C 0.87097 -1.40028 -1.60991  -0.536
7 C 0.20353 0.88127 -0.80977  -0.470
8 C 0.35396 -0.45465 -0.59616  0.798
9 H 0.88524 -1.28536 -2.73135  0.280
10 H 0.71529 1.20104 -1.65721  0.432
11 H -1.70641 0.65891 0.89909  0.351
12 H 0.41619 2.74529 0.02011  0.204
13 H -1.53545 2.33911 1.74206  0.260
14 H 0.03650 -2.33468 2.56135  0.395

=====

For reference, energy relative to the best compared isomer or geometry (same formula, charge and spin) by record: 5.8068, 3.6726, 1.2966, 2.0071, 6.1854, 3.3992, 3.1595, 4.5192, 5.8571, 0.0000, 0.5404, 3.9382 eV.
For reference, strongest force on any atom by record: 5.3, 8.1, 4.4, 5.9, 3.6, 5.5, 3.0, 4.0, 4.0, 4.2, 6.0, 3.6 eV Å⁻¹.